A molecular structure, C43H36BaCl2GeN6O2S2Se, computed with the ωB97M-V functional and the def2-TZVPD basis.

Cartesian coordinates (Å):
Ba -0.1132 0.3808 0.0252
Cl -0.5710 1.6052 7.2511
C 0.0311 1.6191 5.6237
C -0.4865 0.7164 4.7106
C -0.0562 0.6905 3.3826
N -0.6421 -0.1551 2.4176
C -1.2382 -1.2992 2.7699
O -1.3833 -1.8130 3.8822
C -1.8950 -2.0535 1.6124
C -3.0722 -2.7466 1.8926
C -3.7201 -3.4177 0.8739
C -3.1508 -3.4222 -0.3942
C -1.9634 -2.7400 -0.5749
N -1.3529 -2.0535 0.3918
C 0.9593 1.6020 2.9798
C 1.4732 2.4892 3.9249
C 1.0118 2.5117 5.2289
Cl 1.6827 3.6669 6.3357
N 1.3536 1.6698 1.6283
C 2.6038 2.0265 1.3198
O 3.5811 2.2088 2.0510
C 2.8375 2.3031 -0.1697
C 3.9701 3.0469 -0.4985
C 4.1758 3.4275 -1.8101
C 3.2470 3.0485 -2.7707
C 2.1697 2.2830 -2.3654
N 1.9634 1.9060 -1.1019
H -1.2377 0.0162 5.0340
H -3.4421 -2.7371 2.9075
H -4.6487 -3.9412 1.0632
H -3.6108 -3.9480 -1.2200
H -1.4790 -2.7233 -1.5470
H 2.2568 3.1719 3.6374
H 4.6461 3.3106 0.3016
H 5.0399 4.0201 -2.0825
H 3.3513 3.3372 -3.8080
H 1.4226 1.9688 -3.0868
S -5.3818 0.1933 2.6007
C -6.9598 0.2806 3.2407
C -7.9013 0.3863 2.2625
C -7.3323 0.4089 0.9670
C -5.9655 0.3150 0.9801
C -5.0505 0.2990 -0.1603
C -3.6579 0.4251 0.0359
N -2.7675 0.3750 -0.9247
C -3.1810 0.1910 -2.1926
C -4.5467 0.1239 -2.5152
C -4.9437 -0.0018 -3.8879
C -4.0228 -0.0777 -4.8708
C -2.6204 -0.0716 -4.5691
C -1.6431 -0.1928 -5.5676
C -0.3067 -0.2355 -5.2302
C -0.0016 -0.1729 -3.8539
N -0.8866 -0.0176 -2.8984
C -2.1943 0.0469 -3.2346
C 0.7704 -0.3395 -6.2141
C 2.0969 -0.0434 -6.0457
C 2.8687 -0.2678 -7.2130
C 2.1211 -0.7333 -8.2491
S 0.4668 -0.8435 -7.8361
C -5.4770 0.1704 -1.4661
H -7.1101 0.2461 4.3074
H -8.9607 0.4557 2.4595
H -7.9168 0.5064 0.0633
H -3.2653 0.5817 1.0390
H -6.0019 -0.0306 -4.1172
H -4.3231 -0.1643 -5.9078
H -1.9557 -0.2471 -6.6043
H 1.0316 -0.2669 -3.5357
H 2.5181 0.3255 -5.1208
H 3.9346 -0.1056 -7.2720
H 2.4502 -0.9990 -9.2403
H -6.5316 0.0870 -1.6987
C -0.4405 5.9744 2.7018
Ge -0.1370 6.3916 0.8176
C -1.7173 7.2359 0.0172
C 1.4343 7.5432 0.5779
C 0.2200 4.6745 -0.0915
Se -1.3423 3.5053 -0.1315
C -1.9745 3.9072 -1.9256
H -0.7825 6.8515 3.2518
H 0.4783 5.6144 3.1675
H -1.1955 5.1936 2.8014
H -2.0119 8.1107 0.5980
H -2.5577 6.5408 0.0069
H -1.5155 7.5608 -1.0045
H 1.2951 8.4998 1.0827
H 1.6098 7.7397 -0.4806
H 2.3248 7.0683 0.9909
H 0.9649 4.1176 0.4786
H 0.5923 4.7761 -1.1117
H -2.2128 4.9644 -2.0124
H -2.8769 3.3194 -2.0885
H -1.2214 3.6306 -2.6618

Computed properties:
- LUMO energy (eV) = -1.21
- 2S+1 = 1